# 1
ORCA calculation (ωB97M-V/def2-TZVPD) on C25H52ClN4O6Pb as an isolated structure.

The geometry in XYZ format:
```
89
Properties=species:S:1:pos:R:3:forces:R:3
Pb -21.50458 6.28354 -4.32000 -0.138 0.222 0.425
C -24.10069 -3.67109 -1.95916 -1.324 -0.858 -0.541
C -22.91333 -4.22860 -1.30991 1.992 0.341 1.985
N -22.59287 -3.66028 0.09060 1.440 -0.483 1.150
C -21.11411 -4.21086 0.42842 -1.530 0.978 -0.727
C -22.53898 -2.12554 0.13418 0.034 0.064 1.121
C -21.92109 -1.50999 1.42355 -1.226 -0.364 -0.143
C -23.64762 -4.14065 1.15766 0.771 0.555 0.227
C -24.01396 -5.62190 1.34159 -1.077 1.129 -0.082
O -22.93721 -6.47737 1.52048 -0.210 -1.402 -0.287
C -23.41195 -7.84080 1.70602 1.217 -0.837 0.412
H -23.98467 -2.66724 -2.36773 -0.049 -0.082 0.245
H -25.00278 -3.80005 -1.36107 -0.043 0.439 0.107
H -24.26953 -4.36610 -2.78170 -0.119 0.258 -0.420
H -22.02449 -4.00296 -1.89911 0.041 -0.067 -0.014
H -22.85622 -5.27997 -1.02801 -0.686 -0.264 -0.838
H -20.74772 -3.77739 1.35899 -0.366 -0.216 -0.073
H -20.54514 -3.81058 -0.41072 0.215 -0.130 0.185
H -21.08698 -5.30051 0.43282 -0.354 0.229 0.089
H -23.56692 -1.79174 -0.00734 0.014 -0.036 0.148
H -21.95623 -1.63556 -0.64582 0.035 -0.986 -0.636
H -22.35193 -1.85714 2.36268 0.010 -0.396 -0.092
H -22.28414 -0.48277 1.39015 0.660 0.267 -0.071
H -20.83715 -1.60908 1.48168 -0.159 0.329 -0.178
H -24.54930 -3.55043 0.99414 -0.119 -0.273 -0.444
H -23.33089 -3.77199 2.13329 0.663 0.015 -0.232
H -24.80055 -5.90118 0.64060 0.583 -0.574 -0.999
H -24.64389 -5.61439 2.23110 0.109 0.281 0.629
H -24.34384 -7.92762 2.26471 -0.202 0.355 -0.450
H -22.71383 -8.46367 2.26527 0.540 0.955 0.895
H -23.32581 -8.49574 0.83899 -1.015 0.837 -0.966
Cl -26.32953 2.80805 -3.33711 -6.226 0.266 -2.131
O -26.15072 2.53841 -4.73760 0.601 -0.885 -0.398
O -25.13653 3.29522 -2.82811 3.487 1.001 2.105
O -27.40457 3.79063 -3.24773 0.964 0.702 0.241
O -26.87836 1.67886 -2.62608 1.498 -1.031 0.267
C -19.63179 8.95170 1.60573 -0.787 1.626 0.645
C -20.16311 7.81230 0.74514 0.993 -1.475 -0.673
C -20.76061 6.62656 1.57740 0.544 -0.170 -0.582
C -21.88008 7.00887 2.51705 -1.082 -0.300 -0.178
C -23.09308 7.56928 1.74760 0.013 1.032 -1.141
C -22.69603 8.66690 0.67210 -0.614 -0.340 -0.476
N -21.31613 8.37264 0.00834 0.183 4.215 -4.544
O -21.03622 9.20345 -1.13788 -1.207 -4.454 5.201
C -22.71071 10.05306 1.31847 0.714 0.373 -0.131
C -23.75181 8.80863 -0.45433 0.027 -0.762 -0.205
C -19.02362 7.19769 -0.22727 -0.480 1.210 0.969
H -18.88886 8.79708 2.38819 0.237 -0.735 -0.455
H -20.45776 9.41266 2.14739 -0.275 -0.514 0.371
H -19.38293 9.85331 1.04603 0.675 -0.440 -0.645
H -19.98944 6.03521 2.07108 0.428 0.692 0.417
H -21.06965 5.86226 0.86434 -0.622 0.178 -0.340
H -21.54043 7.68203 3.30420 0.018 0.217 -0.154
H -22.23540 6.12156 3.04101 0.139 -0.110 0.063
H -23.86354 8.02450 2.36990 0.498 0.531 0.525
H -23.77472 6.86314 1.27342 0.850 -0.858 -0.390
H -23.67134 10.51599 1.09268 0.003 -0.091 0.443
H -21.97718 10.67562 0.80617 0.117 0.155 0.320
H -22.54168 9.98857 2.39334 0.080 0.317 -0.082
H -23.90739 7.86553 -0.97821 0.103 -0.007 -0.184
H -23.53354 9.60537 -1.16542 0.454 -0.186 0.052
H -24.72408 9.09726 -0.05497 0.095 -0.265 0.462
H -19.41168 6.56347 -1.02431 -0.163 -0.171 0.295
H -18.30419 6.68518 0.41135 -0.427 -0.559 0.132
H -18.35450 7.92800 -0.68229 -0.614 0.541 -0.148
C -27.45368 2.67024 4.00488 0.969 1.772 0.470
C -27.88171 1.69961 2.93571 0.880 -1.453 1.362
C -28.47794 0.42953 3.62808 -0.614 -0.826 -0.572
C -27.68545 -0.55457 4.40424 3.258 -2.235 2.588
N -27.08386 -1.35615 5.05726 -2.554 3.350 -2.886
H -27.65632 2.38445 5.03704 -0.332 -0.090 -0.131
H -27.78357 3.69711 3.84733 -0.823 -0.110 0.058
H -26.38727 2.89548 3.99323 0.363 -0.628 -0.077
H -26.96932 1.34766 2.45431 -0.223 0.109 -0.553
H -28.55598 2.14518 2.20431 -0.091 -0.418 0.153
H -28.86512 -0.23804 2.85832 -0.538 0.196 -0.218
H -29.28650 0.65724 4.32269 -0.270 0.322 -0.273
C -29.30014 -3.59829 -5.81904 -0.362 0.588 0.627
C -29.84345 -3.28669 -4.40544 -0.011 -0.241 1.715
C -29.85816 -4.51381 -3.45046 1.058 -0.777 -2.029
C -29.81951 -4.40476 -2.04120 -0.483 1.207 0.680
N -29.84598 -4.28369 -0.90596 0.207 -0.075 0.939
H -28.23232 -3.81656 -5.80532 0.091 0.032 0.392
H -29.39465 -2.66202 -6.36908 -0.140 -0.270 -0.417
H -29.74443 -4.44321 -6.34517 -0.454 0.231 0.090
H -30.83497 -2.86761 -4.23415 -0.187 0.230 -1.215
H -29.20465 -2.54241 -3.92997 0.259 0.074 -0.181
H -28.90276 -4.98797 -3.67514 -0.104 -0.788 -0.232
H -30.69328 -5.17936 -3.66901 0.172 -0.185 -0.365
```
Positions in Å, forces in eV/Å.

For the calculated total energy, the calculation gives -2306.3115 hartree. As for the charge: +1. The calculation puts the HOMO energy at -8.9801 eV. As for the HOMO-LUMO gap: 3.218 eV.


# 2
ORCA calculation (ωB97M-V/def2-TZVPD) on C25H52N2O2P2Ti as an isolated structure.

The geometry in XYZ format:
```
84
Properties=species:S:1:pos:R:3:forces:R:3
Ti 0.12494 0.01324 -0.11099 -1.537 1.206 4.548
C -0.13749 1.63481 -1.29786 -1.337 8.837 -7.361
O -0.29123 2.56857 -2.01601 0.897 -6.223 5.025
C 0.71549 -1.88366 0.18650 2.769 -10.019 1.736
O 0.99374 -3.00983 0.43819 -1.822 7.240 -1.644
P -1.89633 -1.07611 -1.04207 -1.745 -2.005 -1.744
C -1.69506 -1.79638 -2.73780 0.525 0.188 -0.280
H -2.63273 -2.32767 -2.97291 0.254 0.311 0.472
C -2.54858 -2.54811 -0.09375 0.345 -0.564 1.003
H -1.62447 -3.12220 0.10703 -0.325 0.072 -0.059
C -3.28956 0.11718 -1.32650 -0.177 1.364 0.119
H -2.82454 0.89014 -1.96920 -0.255 -0.283 0.096
C 2.65166 2.55135 0.47350 -0.846 1.035 0.261
P 2.48971 0.74010 0.14387 3.085 0.103 -0.697
H 4.54689 0.55214 -1.14169 -0.430 0.102 0.106
H 2.15847 3.01443 -0.39865 0.289 -0.051 0.152
C 3.73678 -0.05629 1.27807 0.016 -0.800 1.195
H 4.62273 0.59835 1.21082 -0.487 -0.021 -0.268
C -3.16510 -2.15935 1.25295 -0.067 -0.049 0.407
H -3.15123 -3.03130 1.92701 -0.076 0.236 -0.292
H -4.21326 -1.84033 1.15505 0.388 -0.188 0.002
H -2.60247 -1.36189 1.75158 -0.242 -0.039 -0.027
C -3.50335 -3.47068 -0.87170 -0.044 0.021 -0.537
H -4.44057 -2.96752 -1.13859 0.333 -0.318 0.176
H -3.75248 -4.34251 -0.24746 0.154 0.362 0.028
H -3.05353 -3.87131 -1.78492 -0.123 -0.010 0.208
C -4.47288 -0.51012 -2.07619 -0.105 -0.505 -0.288
H -4.17808 -1.02064 -2.99567 -0.171 0.042 0.177
H -5.16212 0.28987 -2.38598 0.266 -0.043 0.249
H -5.03497 -1.21438 -1.44717 0.158 0.448 -0.189
C -3.78395 0.79937 -0.05765 -0.182 0.198 0.283
H -4.54888 1.54786 -0.31509 0.215 -0.271 0.025
H -2.97582 1.32445 0.45481 -0.185 -0.029 0.032
H -4.23236 0.08869 0.64686 0.085 0.341 -0.250
C -1.55594 -0.66468 -3.76114 -0.311 0.653 -0.260
H -2.49660 -0.12762 -3.94226 0.088 -0.552 -0.175
H -1.18252 -1.07899 -4.70879 -0.095 0.319 0.209
H -0.87661 0.13166 -3.41866 -0.640 -0.458 -0.482
C -0.57756 -2.84762 -2.77372 0.092 -0.255 -0.059
H 0.42746 -2.42478 -2.66060 -0.099 -0.141 -0.121
H -0.60156 -3.37597 -3.73996 0.069 0.187 0.315
H -0.68810 -3.60522 -1.98766 -0.110 0.051 -0.208
C 4.12306 2.98731 0.52121 0.464 -0.276 -0.039
H 4.72150 2.60056 -0.30909 -0.052 0.124 0.204
H 4.60299 2.68659 1.46411 -0.195 0.173 -0.253
H 4.16342 4.08466 0.46285 -0.146 -0.262 0.030
C 1.92695 3.03917 1.72709 -0.127 0.161 0.291
H 2.23446 2.49432 2.62927 -0.064 0.324 -0.270
C 3.13030 -0.85361 -1.96768 -0.531 -0.517 -0.206
H 0.84205 2.94373 1.63891 0.215 0.101 0.035
H 2.14770 4.10854 1.87913 -0.047 -0.405 -0.032
C 3.16866 1.64303 -2.41677 0.200 0.113 -0.233
H 2.03868 -0.88162 -2.04552 0.442 -0.208 -0.149
H 3.53710 -0.97818 -2.98013 -0.110 -0.126 0.247
H 3.35554 -1.73673 -1.35580 0.357 0.543 -0.385
C 3.47791 0.52445 -1.41391 -0.339 -0.180 -0.313
H 3.55403 1.36616 -3.40721 -0.093 0.109 0.224
H 3.64702 2.58745 -2.13013 -0.152 -0.241 -0.172
H 2.09124 1.84380 -2.52415 0.330 -0.145 -0.092
C 4.14771 -1.45974 0.83197 0.123 0.033 -0.149
H 3.28573 -2.13546 0.77746 0.332 -0.014 0.135
H 4.86199 -1.87270 1.55345 -0.190 0.126 -0.011
H 4.64810 -1.44991 -0.13724 0.094 -0.100 0.409
C 3.25158 -0.07123 2.72550 0.000 0.033 0.415
H 2.26285 -0.54338 2.80985 0.370 0.090 -0.029
H 3.18620 0.93085 3.16269 0.072 -0.312 -0.042
H 3.95230 -0.65657 3.34298 -0.240 0.237 -0.201
H 0.73845 -0.01391 -3.32825 0.426 -1.464 1.123
H 0.76988 -0.68345 -2.87843 -0.080 1.929 -1.199
C -2.27594 3.47977 3.26423 -0.162 0.476 0.078
C -1.64833 2.19124 2.95956 -0.166 0.643 -0.499
C -1.42281 1.07835 3.74987 0.770 -1.616 -0.203
C -0.80375 0.12307 2.93277 -0.498 0.757 1.138
N -0.63656 0.65337 1.68747 0.811 -0.561 -2.511
N -1.17946 1.89951 1.74481 -0.152 0.836 -0.512
C -0.35056 -1.22145 3.29050 0.271 -1.075 0.834
H -3.30996 3.30483 3.58822 0.151 0.093 0.067
H -1.73449 3.94632 4.09594 -0.187 -0.017 -0.008
H -2.28657 4.18083 2.42031 0.035 -0.247 0.153
H -1.64726 0.96835 4.80091 -0.089 -0.016 -0.057
H -1.16278 2.51849 0.94082 -0.176 0.022 0.458
H -0.73283 -1.41048 4.31229 0.308 -0.241 -0.536
H -0.70319 -2.04357 2.63931 -0.084 0.508 0.243
H 0.74917 -1.29979 3.33520 -0.509 0.099 0.133
```
Positions in Å, forces in eV/Å.

For the calculated total energy, the calculation gives -2774.2007 hartree. As for the charge: +4. The calculation puts the HOMO energy (alpha / beta) at -22.1180 / -22.1177 eV. As for the HOMO-LUMO gap (alpha / beta): 5.284 / 5.283 eV. As for the relative energy (zero: lowest compared OMol25 entry of this formula, charge and spin): 77.9 kJ/mol.